Entry 1:
Here is 2 unconnected molecules or ions with the total composition H2N3O2S in a non-equilibrium geometry from OMol25. Energies are from the ωB97M-V functional and the def2-TZVPD basis.

Geometry (Å):
N  1.8929  -1.0521  -0.2895
N  -1.4910  -0.3330  -0.5694
N  0.2890  0.9544  0.4807
O  -0.0155  2.1461  0.4999
O  1.7673  -1.5408  0.8450
S  1.1933  0.2906  -0.8220
H  -2.1060  0.4615  -0.3963
H  -1.5299  -0.9267  0.2515

## Properties
- Lowest unoccupied orbital energy (alpha / beta): 0.1398 / 0.1368 hartree
- Total charge: -1
- Highest occupied orbital energy (alpha / beta): -3.123 / -2.760 eV
- Frontier orbital gap (alpha / beta): 6.9 / 6.5 eV

=====

Entry 2:
Here is 2 unconnected molecules or ions with the total composition H2N3O2S in a non-equilibrium geometry from OMol25. Energies are from the ωB97M-V functional and the def2-TZVPD basis.

Geometry (Å):
N  0.6583  -1.3411  -0.2479
N  0.1830  -0.2375  -0.4903
N  -1.0103  0.2123  -0.0454
O  1.3615  1.4021  0.3631
O  -1.3362  1.3852  -0.1718
S  -2.1229  -0.9650  0.3543
H  0.2448  -1.8313  0.5662
H  2.0218  1.3752  -0.3281

## Properties
- Lowest unoccupied orbital energy (alpha / beta): 0.1024 / 0.1005 hartree
- Total charge: -1
- Highest occupied orbital energy (alpha / beta): -3.954 / -3.402 eV
- Frontier orbital gap (alpha / beta): 6.7 / 6.1 eV

=====

Entry 3:
Here is 2 unconnected molecules or ions with the total composition H2N3O3PS in a non-equilibrium geometry from OMol25. Energies are from the ωB97M-V functional and the def2-TZVPD basis.

Geometry (Å):
N  0.3077  -2.6125  1.3304
N  -0.3233  -2.6401  0.0285
N  -0.9288  -2.3519  1.2999
O  1.6477  1.2223  0.5619
O  0.1391  2.8358  -0.9483
O  0.5601  0.3777  -1.6644
P  0.5055  1.1593  -0.4114
S  -1.4209  0.7568  0.5838
H  -0.2739  3.1426  -0.1629
H  -0.2132  -1.8900  -0.6175

## Properties
- Lowest unoccupied orbital energy: 0.2394 hartree
- Total charge: -2
- Highest occupied orbital energy: 0.708 eV
- Frontier orbital gap: 5.8 eV

=====

Entry 4:
Here is 2 unconnected molecules or ions with the total composition H2N3O5 in a non-equilibrium geometry from OMol25. Energies are from the ωB97M-V functional and the def2-TZVPD basis.

Geometry (Å):
N  1.8852  -0.7052  0.2353
N  -1.3954  1.1668  -0.9192
N  -0.3398  -0.7421  1.0376
O  -1.1665  1.4062  -2.0482
O  -2.0760  1.5005  -0.0361
O  -1.2838  -1.2234  1.4679
O  0.9210  -0.8416  1.0879
O  -0.4579  0.1473  -0.6555
H  1.4456  -0.7779  -0.6860
H  2.4675  0.0693  0.5162

## Properties
- Lowest unoccupied orbital energy (alpha / beta): -0.2907 / -0.2846 hartree
- Total charge: +1
- Highest occupied orbital energy (alpha / beta): -16.378 / -15.986 eV
- Frontier orbital gap (alpha / beta): 8.5 / 8.2 eV

=====

Entry 5:
Here is 2 unconnected molecules or ions with the total composition H2N4O2 in a non-equilibrium geometry from OMol25. Energies are from the ωB97M-V functional and the def2-TZVPD basis.

Geometry (Å):
O  1.4581  1.8132  -0.0718
N  0.1994  1.2019  0.1175
N  -0.1059  0.0309  0.1882
O  0.8711  -0.9228  -0.1323
H  2.1710  1.1187  -0.4428
H  0.3242  -1.7438  -0.0644
N  -2.0131  -1.0471  0.3291
N  -2.9048  -0.4510  0.0764

## Properties
- Lowest unoccupied orbital energy: 0.0225 hartree
- Total charge: 0
- Highest occupied orbital energy: -10.652 eV
- SMILES: O/N=N\O.N#N
- Frontier orbital gap: 11.3 eV

=====

Entry 6:
Here is a molecular structure, H2N4O3 in a non-equilibrium geometry from OMol25. Energies are from the ωB97M-V functional and the def2-TZVPD basis.

Geometry (Å):
N  0.0234  0.0932  0.1246
N  1.2405  -0.7642  -1.5138
N  0.0336  -0.5444  -1.0123
N  -1.6537  0.7857  2.3789
O  -1.1621  0.2669  0.7076
O  1.0481  0.5501  0.6315
O  -2.7708  0.9462  2.3014
H  2.0207  -0.2158  -1.1634
H  1.2202  -1.1177  -2.4544

## Properties
- Lowest unoccupied orbital energy (alpha / beta): -0.0744 / -0.0745 hartree
- Total charge: 0
- Highest occupied orbital energy (alpha / beta): -7.855 / -7.853 eV
- Frontier orbital gap (alpha / beta): 5.8 / 5.8 eV

=====

Entry 7:
Here is 2 unconnected molecules or ions with the total composition H2N6O in a non-equilibrium geometry from OMol25. Energies are from the ωB97M-V functional and the def2-TZVPD basis.

Geometry (Å):
N  -0.3904  2.7470  0.0653
N  -1.8714  -1.3451  0.0867
N  0.2208  1.7886  0.0666
N  -2.9890  -1.2775  0.1508
N  0.5008  0.6241  0.1573
N  1.6860  -0.0251  -0.0507
O  -0.7099  -1.3060  0.0210
H  1.7325  -0.8525  0.5173
H  1.8205  -0.3535  -1.0144

## Properties
- Lowest unoccupied orbital energy (alpha / beta): 0.0297 / -0.0694 hartree
- Total charge: 0
- Highest occupied orbital energy (alpha / beta): -5.637 / -9.821 eV
- Frontier orbital gap (alpha / beta): 6.4 / 7.9 eV
- 2S+1: 3

=====

Entry 8:
Here is a molecular structure, H2NO2P in a non-equilibrium geometry from OMol25. Energies are from the ωB97M-V functional and the def2-TZVPD basis.

Geometry (Å):
N  0.2863  -1.5826  -0.1101
O  1.3907  -3.6015  1.3740
O  1.0798  -0.8684  1.9380
P  0.9720  -2.3002  0.9872
H  0.4141  -0.6225  0.4891
H  1.6362  -1.0890  2.9511

## Properties
- Lowest unoccupied orbital energy: -0.0198 hartree
- Total charge: 0
- Highest occupied orbital energy: -11.020 eV
- Frontier orbital gap: 10.5 eV

=====

Entry 9:
Here is a molecular structure, H2NO3S2 in a non-equilibrium geometry from OMol25. Energies are from the ωB97M-V functional and the def2-TZVPD basis.

Geometry (Å):
N  -0.7729  0.2869  -0.9613
O  2.3384  0.0506  -0.8128
O  1.1660  1.2346  1.0536
O  0.8852  -1.1909  0.7788
S  -1.7783  0.6224  0.3408
S  1.2745  0.0680  0.1833
H  -1.1925  -0.3732  -1.5729
H  -1.9205  -0.6984  0.9904

## Properties
- Lowest unoccupied orbital energy (alpha / beta): 0.1172 / 0.0762 hartree
- Total charge: -1
- Highest occupied orbital energy (alpha / beta): -1.002 / -4.995 eV
- Frontier orbital gap (alpha / beta): 4.2 / 7.1 eV
- 2S+1: 3

=====

Entry 10:
Here is H2NO4P in the gas phase in a non-equilibrium geometry from OMol25. Energies are from the ωB97M-V functional and the def2-TZVPD basis.

Geometry (Å):
H  1.5550  -1.4500  -0.6049
P  2.5976  -0.5206  -0.3678
N  1.9286  0.7374  0.2425
O  0.4770  0.9395  0.5087
O  -0.1945  -0.3394  0.3301
O  -1.4850  -0.2766  0.6751
O  -2.3066  -0.0106  -0.4341
H  -2.5720  0.9203  -0.3497

## Properties
- Lowest unoccupied orbital energy: -0.0208 hartree
- Total charge: 0
- Highest occupied orbital energy: -10.272 eV
- SMILES: [H]/P=N\OOOO
- Frontier orbital gap: 9.7 eV

=====

Entry 11:
Here is 2 unconnected molecules or ions with the total composition H2NO4PS in a non-equilibrium geometry from OMol25. Energies are from the ωB97M-V functional and the def2-TZVPD basis.

Geometry (Å):
N  -0.9797  -0.3532  -0.7749
O  4.0280  -0.1364  1.7422
O  3.3651  1.8132  3.2495
O  4.0628  2.1717  0.7158
O  0.6482  2.2953  1.6642
P  3.6600  1.2779  1.8951
S  1.2498  0.9809  1.3664
H  -0.0740  -0.3139  -1.4293
H  -1.1984  0.5913  -0.6161

## Properties
- Lowest unoccupied orbital energy (alpha / beta): 0.2047 / 0.2460 hartree
- Total charge: -2
- Highest occupied orbital energy (alpha / beta): 0.578 / 0.317 eV
- Frontier orbital gap (alpha / beta): 5.0 / 6.4 eV

=====

Entry 12:
Here is 2 unconnected molecules or ions with the total composition H2NO5PS in a non-equilibrium geometry from OMol25. Energies are from the ωB97M-V functional and the def2-TZVPD basis.

Geometry (Å):
N  -1.4977  -0.0528  1.6898
O  -0.6067  2.4309  1.3023
O  1.4225  0.6716  -0.0003
O  -2.0106  1.3236  -0.6091
O  2.3635  -1.8830  -2.9101
O  0.7863  -1.4866  0.5872
P  -1.4055  1.2477  0.7682
S  0.4000  -0.3455  -0.2524
H  -1.0344  0.2433  2.5422
H  1.5827  -2.1493  -3.1176

## Properties
- Lowest unoccupied orbital energy: 0.2174 hartree
- Total charge: -2
- Highest occupied orbital energy: 0.145 eV
- Frontier orbital gap: 5.8 eV

=====

For reference, energy relative to the best compared isomer or geometry (same formula, charge and spin) by record: 3.960; 3.533; 0.000; 2.192; 1.047; 2.669; 0.059; 2.118; 2.801; 10.487; 2.667; 3.784 eV.